Record 1
Computed, not measured: a cluster of 3 separate species, C4H12N2O2 in total in a non-equilibrium geometry, with ωB97M-V/def2-TZVPD.

Values from the calculation:
- net charge = +1
- multiplicity = 2
- electronic energy (eV) = -11404.1381

CARTESIAN COORDINATES (ANGSTROEM)
C1 -1.631 -0.258 -1.173
C2 -1.572 0.418 -2.413
C3 -1.013 1.528 -3.017
O1 2.046 -1.364 0.811
N1 -0.587 -0.316 -0.101
C4 -0.064 1.011 0.085
N2 0.812 1.128 1.389
H1 2.799 -1.892 0.824
H2 -2.255 -1.126 -1.136
H3 -2.189 -0.095 -3.093
H4 -0.825 2.409 -2.363
H5 -1.185 1.723 -4.101
H6 0.208 -1.037 -0.323
H7 0.461 1.391 -0.809
H8 -0.945 1.674 0.252
H9 0.117 0.720 2.016
H10 1.558 0.416 1.284
H11 1.406 -2.055 3.681
H12 1.457 -1.450 2.285
O2 0.892 -1.456 3.136

Record 2
Computed, not measured: a structure of composition C4H12N2P in a non-equilibrium geometry, with ωB97M-V/def2-TZVPD.

Values from the calculation:
- net charge = +1
- electronic energy (eV) = -16601.9456

CARTESIAN COORDINATES (ANGSTROEM)
C1 0.314 -1.648 0.609
C2 1.107 -1.406 -0.731
C3 0.292 -0.355 -0.148
C4 0.956 0.903 0.520
N1 -1.200 0.190 -0.804
N2 0.406 2.094 -0.176
P1 -2.715 -0.063 0.125
H1 -0.480 -2.247 0.596
H2 0.869 -1.798 1.610
H3 2.229 -1.165 -0.829
H4 0.873 -1.821 -1.689
H5 2.081 0.890 0.332
H6 0.614 1.114 1.627
H7 -1.360 -0.012 -1.790
H8 0.129 2.850 0.418
H9 -0.706 1.463 -0.714
H10 1.104 2.497 -0.809
H11 -2.589 -1.487 0.363
H12 -1.924 0.002 1.491

Record 3
Computed, not measured: the molecule C4H12N2S in a non-equilibrium geometry, with ωB97M-V/def2-TZVPD.

Values from the calculation:
- net charge = 0
- SMILES string = NCNCCCS
- electronic energy (eV) = -18155.8074

CARTESIAN COORDINATES (ANGSTROEM)
N1 2.817 0.179 -0.400
C1 1.442 0.333 -1.108
N2 0.288 -0.632 -0.876
C2 -1.011 0.120 -0.988
C3 -1.313 0.619 0.345
C4 -1.375 -0.615 1.306
S1 0.073 -0.938 2.424
H1 3.382 -0.603 -0.801
H2 2.599 -0.014 0.590
H3 1.681 0.811 -2.067
H4 1.085 1.277 -0.867
H5 0.244 -1.358 -1.612
H6 -1.888 -0.418 -1.429
H7 -0.927 0.908 -1.866
H8 -2.291 1.058 0.512
H9 -0.673 1.488 0.619
H10 -1.512 -1.577 0.746
H11 -2.371 -0.399 1.996
H12 -0.250 -0.237 3.476

Record 4
Computed, not measured: the molecule C4H12N2S in a non-equilibrium geometry, with ωB97M-V/def2-TZVPD.

Values from the calculation:
- net charge = 0
- SMILES string = CNC[C@H](N)CS
- electronic energy (eV) = -18156.0082

CARTESIAN COORDINATES (ANGSTROEM)
C1 -1.833 -0.789 2.278
N1 -1.526 -0.473 0.853
C2 -0.420 0.443 0.508
C3 0.109 0.106 -0.890
N2 0.571 -1.274 -0.869
C4 1.056 1.211 -1.368
S1 1.853 0.956 -2.930
H1 -2.223 0.008 2.956
H2 -2.509 -1.662 2.335
H3 -0.919 -0.930 2.746
H4 -1.247 -1.287 0.236
H5 0.506 0.513 1.340
H6 -0.740 1.554 0.558
H7 -0.682 0.100 -1.696
H8 0.691 -1.777 -1.727
H9 1.411 -1.340 -0.230
H10 1.999 1.057 -0.590
H11 0.827 2.341 -1.068
H12 3.076 1.245 -2.443

Record 5
Computed, not measured: the ion C4H12N2S with charge +1 in a non-equilibrium geometry, with ωB97M-V/def2-TZVPD.

Values from the calculation:
- net charge = +1
- multiplicity = 2
- electronic energy (eV) = -18149.5212

CARTESIAN COORDINATES (ANGSTROEM)
C1 2.069 -0.993 -0.535
N1 1.361 -0.538 0.650
C2 0.025 -0.078 0.502
C3 -0.013 1.489 0.417
S1 -1.487 2.152 1.127
C4 -0.821 -0.532 -0.689
N2 -2.089 0.153 -0.607
H1 3.060 -1.314 -0.241
H2 1.607 -1.836 -1.056
H3 2.197 -0.185 -1.253
H4 1.476 -1.163 1.431
H5 -0.529 -0.406 1.376
H6 0.829 1.917 0.959
H7 0.018 1.785 -0.621
H8 -1.266 1.596 2.329
H9 -0.890 -1.632 -0.716
H10 -0.299 -0.317 -1.628
H11 -2.697 -0.301 0.065
H12 -2.551 0.203 -1.508

Record 6
Computed, not measured: a cluster of 2 separate species, C4H12N3 in total in a non-equilibrium geometry, with ωB97M-V/def2-TZVPD.

Values from the calculation:
- net charge = +1
- electronic energy (eV) = -8804.8625

CARTESIAN COORDINATES (ANGSTROEM)
C1 0.221 1.281 -1.600
C2 0.728 1.507 -0.363
N1 1.783 0.622 0.128
N2 -0.737 2.115 -2.248
H1 0.346 0.263 -2.019
H2 0.264 2.213 0.305
H3 2.391 1.169 0.789
H4 2.416 0.405 -0.658
H5 -1.285 2.752 -1.609
H6 -1.357 1.595 -2.890
C3 -1.515 -1.143 0.850
C4 0.430 -2.232 1.589
N3 -0.077 -1.182 1.123
H7 -1.680 -1.466 -0.174
H8 -1.847 -0.090 0.970
H9 -1.940 -1.875 1.532
H10 -0.192 -3.152 1.709
H11 1.478 -2.316 1.875
H12 0.576 -0.467 0.692

Relative energy (zero: lowest compared OMol25 entry of this formula, charge and spin) (eV)
6.473 2.698 2.211 2.010 1.082 2.872